1.
A molecular structure, C21H37N6OS3SbSeY. Source: OMol25; level of theory: ωB97M-V with the def2-TZVPD basis set.

## Properties
Energy: -5099.9918 hartree
Energy relative to the best compared isomer or geometry (same formula, charge and spin): 26.4 kJ/mol
Frontier orbital gap: 0.2710 Ha
Total charge: +3

Element x y z (Å)
Sb 1.7276 2.1783 0.6729
Y 0.5564 -0.7128 0.5899
Se -1.2960 0.5027 -1.2813
S -1.2989 -3.8447 0.0182
S 2.6159 -4.9307 2.3330
S 4.4723 -0.9136 -2.2662
O -0.9885 -2.3435 0.2745
N 2.1805 0.4711 -2.5528
N 1.7375 -2.6888 1.4433
N 2.3232 -1.2437 -0.9235
N 0.4618 -3.6130 3.2151
N -3.4103 2.4144 -1.3373
N -3.6644 1.0746 0.3325
C -2.8672 1.3606 -0.7091
C -0.6939 -4.1505 -1.6755
C 4.4744 -2.0835 -1.0049
C -4.7174 1.9754 0.3705
C 3.4466 -4.1957 1.0188
C -3.0407 -3.5214 -1.9752
C 3.2719 -2.1467 -0.4113
C -1.9189 -4.3682 -2.5693
C -3.0327 -3.8573 -0.4889
C 1.3617 4.9149 -0.6865
C 0.8532 2.7432 2.5519
C -2.9059 3.0824 -2.5430
C 2.8443 -0.5271 -1.9126
C -0.5131 2.0733 2.7215
C 3.6903 3.0180 0.8634
C 1.4967 -3.6247 2.3510
C 0.7062 3.5340 -0.6399
C 2.8654 -3.0345 0.6785
C -3.5191 -0.0252 1.2759
C -4.5587 2.8079 -0.6744
C 4.4631 2.3854 2.0205
H -5.4881 1.9320 1.1222
H 5.4240 2.8876 2.1399
H 5.3666 -2.6465 -0.7771
H -2.1302 2.4766 -2.9944
H -0.0452 -2.7666 3.4014
H -3.5600 -3.1602 0.1612
H -0.3169 3.5813 -0.2610
H 4.6671 1.3273 1.8451
H -3.2561 0.3524 2.2622
H -0.1488 -3.2396 -1.9235
H 2.3733 4.8708 -1.0908
H -1.2407 2.4356 1.9919
H -3.3903 -4.8710 -0.2917
H -0.4462 0.9748 2.6026
H 1.1795 0.3712 -2.6535
H 1.5347 2.4435 3.3463
H -0.0028 -4.9917 -1.6494
H 0.4175 -4.3113 3.9404
H -2.2006 -5.4217 -2.5634
H 4.3031 -4.6719 0.5658
H -4.0087 -3.7498 -2.4190
H 3.9365 2.4824 2.9707
H -4.4615 -0.5646 1.3473
H 0.7661 3.8285 2.5822
H -0.9253 2.2353 3.7179
H -1.6899 -4.0967 -3.5986
H 0.6757 3.0603 -1.6188
H -2.5055 4.0595 -2.2828
H 3.5170 4.0823 1.0185
H 2.6191 0.8515 -3.3795
H 1.4098 5.3829 0.2984
H -2.7604 -0.7079 0.9023
H 4.2060 2.8913 -0.0874
H -2.8397 -2.4575 -2.1183
H -5.1626 3.6348 -1.0096
H 0.7833 5.5802 -1.3297
H -3.7236 3.2045 -3.2473

Mulliken atomic charge list, values in e, 2 entries: 1.16 0.57

***

2.
2 unconnected molecules or ions with the total composition C21H38BFN5O5. Source: OMol25; level of theory: ωB97M-V with the def2-TZVPD basis set.

## Properties
Energy: -1597.3231 hartree
Frontier orbital gap: 0.3033 Ha
Total charge: +1

Element x y z (Å)
F -0.0900 -5.2445 2.7080
O -4.6042 1.2586 -0.5168
O 4.4347 3.0909 -2.6043
O -0.2633 4.3856 -1.8691
O -3.0855 0.0940 -2.2046
O 1.3858 4.4383 -0.0439
N -1.1328 1.4175 -1.7211
N -1.7787 0.2361 -1.9781
N 1.1402 2.2775 -1.2926
N -0.8431 -2.1429 -2.0952
N 0.5609 -0.1156 -1.6971
C -0.0504 -2.8298 -1.0276
C 3.0642 -6.9227 3.3061
C 3.2478 2.2897 -2.6337
C 0.2754 1.2843 -1.5460
C 3.1293 -6.8498 4.6947
C 1.9723 -6.3843 2.6340
C -0.5527 -2.5527 0.4527
C 4.1982 4.4107 -2.0751
C -5.1197 3.2118 0.8682
C -4.9970 -0.1184 -0.6741
C 1.5821 -1.5482 1.7228
C -0.7159 -0.7072 -1.9313
C 0.9639 -5.7700 3.3585
C 2.6213 1.9753 -1.1803
C 2.1077 -6.2346 5.4115
C -5.7201 2.1025 -0.1449
C 1.0208 -5.6862 4.7398
C -3.7022 -0.8719 -1.2954
C -1.0012 5.2361 -0.9130
C 0.6404 -2.8459 1.5084
C 3.2835 5.3549 -2.9861
B 0.7312 3.7050 -1.1091
H -1.9887 5.5135 -1.4211
H -5.9903 3.6089 1.4726
H -5.8017 -0.1810 -1.4937
H -1.4103 -3.2316 0.7875
H 2.7998 0.8640 -0.9664
H -6.5190 1.4812 0.3686
H 3.8628 -7.3991 2.7489
H 0.1366 -3.0023 2.5235
H -3.0082 -1.2349 -0.4713
H -0.8917 -1.4882 0.6555
H 5.2260 4.9151 -2.0191
H 3.9792 -7.2740 5.2183
H 1.0549 -2.6102 -1.1869
H 2.5738 4.8122 -3.6810
H 3.7822 4.4375 -1.0204
H -1.6959 2.2735 -1.7113
H 0.2204 -5.1958 5.2810
H 1.2496 -3.7530 1.2070
H 1.3989 3.8557 0.7499
H 3.9290 6.0762 -3.5946
H 2.3143 -1.8091 2.5656
H 2.6851 6.0270 -2.2721
H 0.9573 -0.6469 2.0484
H -0.1759 -3.9547 -1.2137
H -4.5401 4.0084 0.3037
H 2.4369 2.7101 -3.3319
H -6.1553 2.6298 -1.0678
H -0.4389 6.1844 -0.6445
H -1.2421 4.6260 0.0202
H 2.1578 -6.1823 6.4932
H -5.3775 -0.6101 0.2737
H -4.0885 -1.7227 -1.9484
H -0.4824 -2.4192 -3.0235
H 2.1916 -1.2885 0.8017
H 3.5397 1.2864 -3.1065
H 1.9002 -6.4389 1.5540
H 3.1162 2.5376 -0.3348
H -4.4087 2.6512 1.5706

Mulliken atomic charge list, values in e, 2 entries: -0.33 -0.21

***

3.
A molecular structure, C21H39BFInNO7P. Source: OMol25; level of theory: ωB97M-V with the def2-TZVPD basis set.

## Properties
Energy: -2060.4584 hartree
Frontier orbital gap: 0.1907 Ha
Total charge: +2

Element x y z (Å)
In -6.9977 4.8653 -2.5275
P 0.8497 -0.7037 0.4910
F -2.2756 0.7327 -1.7072
O -0.1033 1.8324 0.8382
O 2.3830 1.6061 -0.5455
O -4.5891 3.4465 -1.8514
O -2.4982 4.3294 0.9136
O -1.6063 -1.5657 3.1007
O 0.1733 -1.5812 1.9430
O 2.3599 -0.2437 -2.0246
N -1.2000 -1.8566 2.0445
C 3.8469 -4.2896 2.5986
C 2.1768 -2.9359 3.8117
C -3.1555 3.5558 -3.8541
C 2.7476 -0.8782 1.6857
C 1.2744 -2.3718 -0.3954
C 3.3803 -2.1203 1.6858
C 0.9114 -3.7078 0.2153
C -4.4436 3.9549 -3.1510
C -0.5680 2.9710 1.5692
C 4.7847 -4.4973 1.5979
C -0.8298 -0.4643 -0.3741
C -0.4442 -4.2665 -0.2077
C -2.6959 4.3001 -0.4787
C -0.6340 -0.3422 -2.9519
C 4.3754 -2.3562 0.6832
C 5.0640 -3.5146 0.6376
C -4.1988 4.3080 -0.7795
C -2.0921 3.1040 1.4914
C -0.8901 0.3644 -1.6427
C 3.1312 -3.1276 2.6830
C 0.6172 0.9180 1.5967
B 1.9552 0.3331 -0.8447
H 1.6598 -4.4147 -0.1588
H -1.4941 0.0230 0.3309
H 1.0038 -3.7606 1.2980
H -0.1188 3.8554 1.1183
H 1.6019 1.3075 1.8603
H -4.7254 3.9640 0.1067
H 3.3128 1.7183 -0.7774
H 2.3494 -3.7030 4.5600
H -0.6123 -5.1992 0.3288
H -0.2366 2.9277 2.6051
H 0.0944 0.6456 2.5132
H -2.2252 3.4441 -0.9670
H -0.4310 1.3457 -1.5505
H -1.5390 -0.8723 -3.2400
H 2.3291 -1.9755 4.2982
H -1.2743 -3.6172 0.0547
H -4.4782 5.0587 -3.1508
H 2.3225 -2.3344 -0.6801
H -0.4376 0.3860 -3.7375
H 3.3447 -0.0623 1.2911
H -4.5381 5.3329 -0.9785
H 2.3562 -0.6017 2.6587
H 0.7311 -2.2832 -1.3348
H -2.2329 5.1962 -0.8931
H 5.8028 -3.6767 -0.1306
H 3.6948 -5.0609 3.3381
H 1.1421 -3.0049 3.4859
H 4.5687 -1.5783 -0.0424
H -3.2420 3.6860 -4.9288
H 2.2447 0.3388 -2.7843
H -2.5265 3.0330 2.4846
H -2.3261 4.1546 -3.4847
H 0.1921 -1.0431 -2.9349
H -0.4489 -4.5217 -1.2644
H -2.4727 2.2664 0.9014
H 5.3260 -5.4312 1.5522
H -1.2967 -1.4258 -0.5795
H -5.2689 3.5773 -3.7735
H -2.9603 2.5066 -3.6457

Mulliken atomic charge list, values in e, 2 entries: 0.95 2.44

***

4.
2 unconnected molecules or ions with the total composition C21H39Br2NO7P2. Source: OMol25; level of theory: ωB97M-V with the def2-TZVPD basis set.

## Properties
Energy: -7235.6180 hartree
Frontier orbital gap: 0.2837 Ha
SMILES: C#C[C@@]1(P(O)O)C(=O)O[C@@](O)(P(N)O)[C@]1(CCCCCOC)[C@@H](Br)[C@H](C)Br.CCCCCC
Total charge: 0

Element x y z (Å)
Br -1.8234 -4.0253 -3.1914
Br -4.8583 -5.5299 -1.6677
P -0.5765 -5.4797 -0.5666
P -3.9386 -1.4394 1.8661
O -4.9649 -3.2214 0.3567
O -1.3975 -6.6885 -1.2736
O 1.6713 0.4738 -0.2810
O -2.5807 -1.0832 2.7050
O -3.0673 -6.1120 1.0487
O -3.3872 -3.9425 1.7550
O 0.6185 -6.0136 0.4326
N -4.1299 -0.0747 0.8444
C 4.6536 3.8570 0.9947
C -0.2671 -3.3859 2.3412
C -3.0758 -3.1645 -1.9289
C -5.6204 -2.7486 -2.2325
C 4.3222 8.6412 0.6889
C -1.7750 -1.6945 -0.4309
C -0.6588 -1.3961 -1.4494
C 0.6745 -2.1353 -1.4082
C -2.5577 -3.0396 -0.4565
C 3.4004 5.7668 -0.1430
C 4.6292 6.5058 -0.6753
C -0.8887 -3.7424 1.3810
C 1.4099 -0.6304 0.5780
C 5.2572 7.4992 0.3009
C -4.4440 -3.7532 -2.3258
C 1.5615 -1.9388 -0.1613
C 3.6296 4.9784 1.1456
C -1.6811 -4.1827 0.2407
C 1.2815 1.6628 0.3655
C -2.7964 -4.9629 1.0330
C -3.6420 -2.9369 0.7266
H 1.5649 2.5413 -0.2088
H 5.6395 4.2411 0.7297
H 0.1983 1.7057 0.5371
H -5.3265 -1.9113 -1.6037
H 5.3888 5.7796 -0.9776
H 3.9345 5.6486 1.9538
H 3.4322 8.2774 1.2043
H -3.1148 -2.1525 -2.3219
H -2.5241 -0.9358 -0.6678
H -4.7472 -0.3345 0.0812
H 5.5994 6.9826 1.2017
H 3.0453 5.0818 -0.9198
H 4.8269 9.3382 1.3595
H 1.5022 -2.7572 0.5524
H -1.5691 -7.4338 -0.6721
H 4.3443 7.0373 -1.5887
H -5.4674 -3.2353 1.1848
H -0.4104 -0.3437 -1.2816
H 2.6758 4.5410 1.4545
H 6.1507 7.9221 -0.1657
H 0.4532 -0.5053 1.0957
H -6.4594 -3.2151 -1.7259
H -2.7099 -1.3826 3.6106
H 1.7587 1.6991 1.3534
H 2.1871 -0.5998 1.3570
H -4.3744 -3.9172 -3.3942
H 2.5974 -1.9631 -0.5135
H 0.4129 -3.3627 3.1607
H -4.5613 0.6706 1.3765
H 1.3618 -5.4380 0.2342
H -1.0152 -1.3914 -2.4804
H 4.0023 9.1983 -0.1940
H 0.6050 -3.2040 -1.6135
H 4.7557 3.3088 1.9326
H 4.3421 3.1492 0.2233
H -5.9284 -2.4129 -3.2183
H 1.2585 -1.7368 -2.2414
H 2.5875 6.4803 0.0199
H -1.3954 -1.4329 0.5538

Mulliken atomic charge list, values in e, 2 entries: -0.02 -0.10